Formula: C19H31N2PtS
Source: the Open Molecules 2025 dataset
Level of theory: ωB97M-V with the def2-TZVPD basis set

```
54
Properties=species:S:1:pos:R:3:forces:R:3
H -0.7062 -3.1516 5.2207 0.0 -0.3 -0.2
H 1.4973 -2.0814 4.8132 -0.1 0.2 0.2
H 2.5905 -1.8629 -0.9679 -0.3 0.6 0.0
H 2.2527 -0.1231 -3.0880 -0.2 0.1 0.6
H 0.2207 -3.1884 -1.1120 -0.4 0.6 0.0
N 0.1179 -1.1995 3.5475 0.6 0.1 1.3
C 0.5893 -1.4722 4.9148 0.4 -0.1 -1.2
C 1.8771 1.4769 -1.4674 0.4 -1.2 0.7
C 0.3356 -0.2906 -5.9957 0.6 -0.8 -0.4
C -1.1313 -1.6952 -2.1958 -0.6 0.1 1.2
H -0.4673 2.8208 -4.7404 0.2 -0.3 -0.3
H 1.7820 2.3834 -2.0753 -0.1 -0.5 0.4
H 1.3831 -0.2173 -5.6476 -0.4 0.0 -0.1
H 0.0676 2.6719 -6.4241 0.1 0.0 0.3
H -0.9374 -1.8847 -3.2618 -0.1 0.1 0.8
C -0.4947 0.8240 -5.5370 0.1 -0.1 0.9
C -0.4728 -2.1916 5.6587 -0.1 -0.2 1.0
H 1.4306 1.6949 5.6403 0.4 -0.2 0.0
H -0.1290 -2.3687 6.6678 0.0 -0.2 0.4
C -2.2100 -0.8055 -1.6627 0.7 -0.9 0.4
C -0.5469 1.5547 4.8463 -0.4 -0.1 -0.9
H -2.3919 0.8451 -6.4922 0.0 -0.1 0.3
H 0.7859 3.2149 5.0652 0.0 0.2 -0.2
H -2.4356 1.3878 -4.8056 0.2 -0.2 -0.2
S -0.1823 0.0733 1.2850 -0.9 1.3 1.7
H 0.0041 1.9527 2.8484 -0.1 -0.3 0.0
H -0.8590 0.6290 5.3084 -0.1 0.0 0.5
C 2.1076 0.1046 -2.0257 -0.1 0.5 1.5
C -1.2472 -1.9791 0.1486 -0.8 -0.4 -1.1
C 2.2484 -0.0216 0.3286 0.4 0.7 -0.8
H -0.0598 -1.2762 -5.6862 0.1 0.4 -0.1
H 0.0632 -1.9894 2.9337 0.0 0.0 -0.2
C 0.5326 2.2853 5.5541 0.1 0.3 1.0
Pt 0.0086 -0.0902 -1.1550 1.0 -1.2 -1.3
H 0.3784 -0.3087 -7.1071 0.1 -0.1 0.3
C 0.0885 2.1652 -5.4352 0.3 0.9 0.0
H -1.4396 2.1820 4.7168 0.1 -0.2 0.1
H 0.8756 -0.5148 5.3279 0.1 0.0 0.4
C -0.5320 -2.3910 -1.0556 -1.5 0.6 -0.3
H 1.1472 2.1488 -5.1187 -0.3 0.0 -0.1
H 2.4309 -0.4296 1.3493 0.0 0.6 -1.1
C 0.0215 -0.0155 2.9847 -0.2 0.3 -2.5
H -1.0714 -2.3935 1.1637 -0.5 0.3 -1.2
H -1.3838 -1.6177 5.7157 -0.4 0.2 0.0
H -2.9662 -0.4921 0.4462 0.5 -0.2 -0.5
H 0.1946 2.5234 6.5522 0.0 0.2 0.4
C 1.9537 1.3956 -0.0482 0.9 -1.1 -0.9
H -2.8955 -0.2154 -2.2896 0.5 -0.3 0.5
C -2.2686 -0.9782 -0.2456 0.4 -1.1 -0.8
N -0.0772 1.1926 3.5113 0.1 0.1 1.1
H -2.2624 -0.3518 -5.1892 0.1 0.3 -0.1
C -1.9507 0.6657 -5.4872 -1.0 0.0 -0.1
C 2.2986 -0.8080 -0.9017 0.2 1.7 -0.3
H 1.8349 2.2127 0.6694 0.0 -0.4 -0.5
```
Positions in Å, forces in eV/Å.

## Properties
ΔE to the lowest compared entry with this formula, charge and spin (eV): 2.4173
Max |F| (eV Å⁻¹): 2.52
⟨S²⟩: 6.028
DFT total energy (eV): -37254.24103
Spin multiplicity: 5
Total charge: +1
LUMO energy (alpha / beta) (eV): -2.210 / -4.738

Mulliken atomic charge list, values in e, 8 entries: 0.389 0.391 0.429 0.474 0.422 0.003 -0.437 -0.459


Formula: C19H31N4O2S
Source: the Open Molecules 2025 dataset
Level of theory: ωB97M-V with the def2-TZVPD basis set

```
57
Properties=species:S:1:pos:R:3:forces:R:3
H 0.6826 -1.9383 -1.3750 0.0 -0.2 -0.2
C 2.0277 -0.8639 5.9761 0.0 0.1 0.0
C -4.2356 1.5779 -0.2474 0.8 0.1 0.3
H -0.7081 -2.5423 5.4350 0.2 0.0 0.0
H 4.6392 -0.1973 -6.3678 -0.1 0.0 0.1
C 2.2587 -1.2685 4.6804 0.2 0.3 0.2
H -0.0274 5.1705 0.8333 -1.8 -1.6 -1.0
H -3.3522 4.0105 -0.5845 0.6 -0.1 2.7
H -3.9081 -1.0155 0.5519 -0.8 1.7 -0.6
H 0.9909 -2.5022 3.3074 0.0 0.0 0.2
H 1.8753 -0.3627 -3.1972 0.2 0.0 -0.4
H 0.8991 -1.0068 0.4980 -0.6 2.7 0.3
C 0.9843 1.1717 -0.4246 1.0 -2.5 -5.8
N 0.8056 -1.3513 6.3605 0.0 0.0 -0.1
C 2.6388 -1.1882 -6.1914 -0.3 -0.2 0.0
H -2.6795 1.7741 1.4153 -1.6 1.4 -0.6
H 2.6261 -0.2714 6.6552 -0.1 -0.1 -0.1
H -0.6404 -5.9266 -1.0498 0.1 0.1 -0.1
H -2.3031 5.6008 1.2651 0.4 -1.5 0.1
C 3.7587 -0.4259 -5.7813 0.2 0.2 0.2
C 0.6385 0.1114 0.8005 0.3 0.2 0.4
H 0.7919 -1.6997 -5.0267 0.2 0.0 0.0
H 4.1261 0.5711 -3.8065 -0.1 -0.1 -0.1
H -0.5001 0.1842 1.1300 2.4 -0.1 -0.9
H 1.2680 0.3653 1.7692 -1.2 -0.3 -2.1
H -3.4265 1.3611 -1.0750 -1.5 0.8 1.7
H -0.3751 2.5818 1.6293 0.6 0.6 -2.1
H -1.0784 2.2050 -0.0907 1.5 1.6 1.3
H -4.2576 4.5697 0.9829 2.1 -1.4 -0.9
H -4.4162 2.2925 1.9482 1.7 0.4 -1.9
C 0.0419 -5.1289 -1.3113 0.1 -0.1 0.0
H -1.9120 4.2512 2.1939 -0.3 0.0 -0.9
S -4.9753 -0.1059 0.2706 0.8 0.2 0.0
H -5.1087 2.2292 -0.6978 1.6 -1.6 0.9
C -3.6208 2.3780 1.0709 -0.4 -0.9 -0.7
O 1.1986 0.7464 -1.6980 -1.4 3.5 9.1
H -1.1313 -3.5016 -0.6170 0.3 -0.2 -0.2
C -0.8393 4.4340 0.3648 3.0 0.0 -0.5
C -3.3299 3.9216 0.6025 -3.1 -0.7 -0.1
N 2.3056 -0.5088 -4.1012 0.0 -0.1 -0.1
C 1.7587 -1.2262 -5.1330 0.0 0.0 0.0
C 3.5277 -0.0214 -4.4856 0.0 0.0 0.0
C 1.2844 -5.1557 -1.9041 -0.3 -0.2 0.1
C -0.2959 2.8926 0.4920 -1.9 -0.5 -0.2
O 1.0190 2.6404 -0.1178 -2.1 -2.8 0.3
H 2.4909 -1.6596 -7.1543 0.0 0.1 0.2
H 3.1392 -1.0399 4.0939 -0.1 -0.1 0.1
H 1.8133 -6.0441 -2.2244 -0.1 0.2 0.1
H 2.6661 -3.4748 -2.4332 -0.2 0.0 0.0
N -2.0991 4.5573 1.2124 0.1 1.7 -0.8
C 1.1388 -2.0307 4.2703 -0.4 -0.1 0.0
C 0.2587 -2.0687 5.3287 -0.1 0.0 0.0
H -1.0056 4.7840 -0.7564 0.0 -0.9 2.5
C 1.7290 -3.8164 -2.0130 0.0 0.4 0.1
N -0.2766 -3.8207 -1.0543 -0.2 0.0 0.1
C 0.7439 -3.0128 -1.4838 0.2 0.1 0.0
H 0.3753 -1.2052 7.2645 0.2 -0.1 -0.3
```
Positions in Å, forces in eV/Å.

## Properties
ΔE to the lowest compared entry with this formula, charge and spin (eV): 4.2360
Max |F| (eV Å⁻¹): 9.82
DFT total energy (eV): -41083.95519
Total charge: +1
LUMO energy (eV): -3.724

Mulliken atomic charge list, values in e, 8 entries: 0.421 -0.474 -0.722 0.380 0.380 -0.502 0.368 0.328


Formula: C19H31N5O3
Source: the Open Molecules 2025 dataset
Level of theory: ωB97M-V with the def2-TZVPD basis set

```
58
Properties=species:S:1:pos:R:3:forces:R:3
C 2.3001 -2.0439 1.2515 0.0 0.0 0.0
C -2.2627 2.6837 0.4831 0.0 0.0 0.0
H 0.6967 -4.9949 1.2797 0.0 0.0 0.0
C 4.9020 -4.6430 -2.0792 0.0 0.0 0.0
C -0.2955 4.0081 1.3448 0.0 0.0 0.0
C 2.3673 -4.7766 -0.0944 0.0 0.0 0.0
H 1.6762 -4.8827 -0.9344 0.0 0.0 0.0
H -0.7331 2.6081 -3.6983 0.0 0.0 0.0
C -1.5326 0.9553 -1.7194 0.0 0.0 0.0
N -1.8393 2.3612 -1.9317 0.0 0.0 0.0
H -1.4169 -1.2051 0.1945 0.0 0.0 0.0
C -0.0580 0.7049 -1.4139 0.0 0.0 0.0
N 4.4059 -3.6309 -1.1738 0.0 0.0 0.0
C 0.2503 -0.7609 -1.1256 0.0 0.0 0.0
H 5.1918 -5.5372 -1.5288 0.0 0.0 0.0
H -4.3472 3.2101 0.5924 0.0 0.0 0.0
H -2.4794 2.4025 -3.9332 0.0 0.0 0.0
H 5.7703 -4.2281 -2.5819 0.0 0.0 0.0
H 2.2212 -4.5135 2.0491 0.0 0.0 0.0
C 1.5865 -4.3834 1.1698 0.0 0.0 0.0
N 4.3790 -1.7249 -0.2147 0.0 0.0 0.0
N 5.0204 -2.4415 -1.0842 0.0 0.0 0.0
H -1.8459 3.9298 -3.2880 0.0 0.0 0.0
O -3.9058 1.8196 2.0596 0.0 0.0 0.0
C -2.0976 3.1941 2.9096 0.0 0.0 0.0
C 3.3473 -3.6821 -0.3414 0.0 0.0 0.0
H 0.2962 3.0982 1.4864 0.0 0.0 0.0
H 0.0405 4.7379 2.0835 0.0 0.0 0.0
O -2.4092 4.4086 -1.1541 0.0 0.0 0.0
C 3.3437 -2.4552 0.2616 0.0 0.0 0.0
H 1.3343 -0.9041 -1.1304 0.0 0.0 0.0
N 1.1839 -2.9801 1.1242 0.0 0.0 0.0
C -1.7172 2.8525 -3.2925 0.0 0.0 0.0
H 0.5405 1.0462 -2.2620 0.0 0.0 0.0
H 2.6853 -2.0835 2.2742 0.0 0.0 0.0
H -3.7702 2.3456 4.0014 0.0 0.0 0.0
H -1.8110 0.4194 -2.6306 0.0 0.0 0.0
C 0.0234 -2.6916 0.4514 0.0 0.0 0.0
H -1.4706 2.3227 3.1293 0.0 0.0 0.0
H -2.3449 4.6334 1.3327 0.0 0.0 0.0
C -3.7262 2.3179 0.7518 0.0 0.0 0.0
H -1.6612 1.7802 0.6089 0.0 0.0 0.0
H -1.8627 3.9586 3.6552 0.0 0.0 0.0
H -4.2017 3.6754 2.9100 0.0 0.0 0.0
H 2.8611 -5.7398 0.0537 0.0 0.0 0.0
C -3.5571 2.7931 3.0315 0.0 0.0 0.0
H 0.2407 1.3212 -0.5597 0.0 0.0 0.0
H -4.0707 1.5372 0.0716 0.0 0.0 0.0
C -2.1625 3.2319 -0.9348 0.0 0.0 0.0
H -0.0795 4.4098 0.3541 0.0 0.0 0.0
C -1.7801 3.7131 1.5084 0.0 0.0 0.0
H 1.9759 -1.0240 1.0690 0.0 0.0 0.0
H 4.1413 -4.9002 -2.8151 0.0 0.0 0.0
H -2.1691 0.5542 -0.9321 0.0 0.0 0.0
O -0.7075 -3.5795 0.0448 0.0 0.0 0.0
H -0.1471 -1.3944 -1.9240 0.0 0.0 0.0
C -0.3283 -1.2389 0.2129 0.0 0.0 0.0
H 0.0094 -0.5945 1.0268 0.0 0.0 0.0
```
Positions in Å, forces in eV/Å.

## Properties
ΔE to the lowest compared entry with this formula, charge and spin (eV): 1.7372
Max |F| (eV Å⁻¹): 0.03
SMILES string: C[C@@H]1CCOC[C@H]1C(=O)N(C)CCCCC(=O)N1CCc2c(nnn2C)C1
DFT total energy (eV): -33799.50027
LUMO energy (eV): 0.617

Mulliken atomic charge list, values in e, 8 entries: -0.884 1.839 0.449 -0.900 -1.573 -0.594 0.326 0.312


Formula: C19H32AlBrClF10N3O5P2
Source: the Open Molecules 2025 dataset
Level of theory: ωB97M-V with the def2-TZVPD basis set

```
74
Properties=species:S:1:pos:R:3:forces:R:3
N 3.2734 1.6557 3.6050 -1.3 -0.5 -2.1
F -0.3140 -6.6349 1.6793 0.0 0.2 0.0
C -0.3617 -0.2993 0.0755 0.1 -1.0 0.0
H -4.3395 -1.2650 3.2994 -0.3 -0.1 0.2
P 1.7860 3.4853 0.1240 1.4 0.7 1.3
C -0.7022 2.0827 -0.5285 -1.3 0.5 -0.9
C 0.6663 -0.8821 3.5324 0.2 -0.6 0.9
O -0.9568 0.7247 -0.7149 0.9 0.3 0.3
O 2.0177 1.1158 1.5409 0.0 -0.1 -0.2
H 1.9922 -2.3827 4.3378 0.1 -0.4 -0.1
H -1.6705 2.1799 -3.4963 -0.3 -0.3 -0.3
H -3.2933 -1.2686 -2.2035 -0.2 0.2 0.2
F 3.9129 -1.4121 -3.0361 0.0 -0.2 0.0
F 2.4388 -1.4220 -5.0707 -0.1 0.9 0.3
H -1.3485 4.3978 -3.3444 -0.3 0.0 -0.1
C 2.6970 -0.1681 -4.6542 0.6 -0.2 -0.8
C -1.5284 -2.1681 -1.2999 -0.3 -0.1 -0.3
O -1.9701 2.6915 -0.3286 0.5 -0.1 0.6
H 2.2867 1.3136 -2.3635 0.0 0.3 0.1
C -0.2526 0.1035 1.5577 -0.8 -1.2 -0.4
C 3.4116 -0.1839 -3.2587 0.2 0.6 -0.1
C -2.3436 -0.6805 2.9041 0.3 0.2 0.1
F -3.0704 -6.5788 1.9623 0.0 0.2 0.0
H -2.3398 -0.9980 0.2334 -0.3 0.1 0.2
F -4.3154 0.5576 2.4578 -0.3 0.5 0.0
H -2.1308 -3.0189 -1.0356 -0.2 -0.7 0.0
H 3.3868 3.9105 1.4791 0.2 0.1 0.3
H -1.2546 4.7186 -1.5735 -0.4 0.0 0.1
O 0.4177 -0.9280 2.1238 0.6 0.6 0.4
H 2.6841 2.6113 -0.5040 -0.5 -0.1 -0.5
H 0.4675 1.8127 2.5721 0.0 0.1 0.1
N 0.6077 1.4141 1.6362 0.3 0.4 0.1
H -1.9230 -1.6520 2.6898 0.1 -0.3 -0.1
C -0.7385 4.3576 -2.4518 0.5 -0.3 0.4
H 0.4775 -0.2623 -2.5041 -0.2 0.2 -0.1
C 2.6632 1.4061 2.6368 1.4 0.7 2.2
H -2.2790 -0.5393 3.9754 0.1 0.0 0.3
H 1.5984 -1.5610 -2.3382 -0.1 -0.4 -0.2
C -1.5858 0.4717 2.2133 -0.4 0.0 -0.2
C 2.0571 -1.4223 3.8564 -0.4 0.5 -0.1
C -3.8025 -0.7195 2.5359 0.1 -0.6 0.1
Br -0.6477 3.8540 1.7839 0.1 -0.1 -0.1
H 0.9454 -1.9262 -0.3021 -0.1 -0.4 0.2
F 4.4764 0.6633 -3.3470 0.1 0.0 0.0
C 1.3209 -0.6011 -1.9222 0.5 -0.3 0.3
N 2.4342 4.2215 1.3416 -0.2 -0.5 -0.3
H -3.9773 -1.2425 1.6054 0.0 0.1 -0.4
C 0.2397 2.5008 0.6550 -0.7 0.8 -0.3
H -0.0576 -1.4993 4.0437 -0.4 -0.1 -0.1
F 3.4985 0.4215 -5.5743 -0.7 -0.4 0.5
H -1.7582 -0.5578 -2.7560 0.1 0.4 0.0
H -1.4913 1.2761 2.9313 0.2 0.2 0.2
C 0.9883 -0.8609 -0.4422 0.1 0.6 -0.6
Al -1.7528 -5.9601 1.1118 0.0 -0.1 0.0
O -0.8060 1.7909 -3.3325 -0.2 0.3 0.6
F 1.5492 0.5344 -4.6009 0.4 -0.3 -0.1
C -2.2526 -1.4523 -2.4214 0.3 -0.4 -0.4
H -2.2288 0.8816 1.4454 -0.1 0.2 -0.3
H 2.5497 -0.7383 4.5315 0.3 0.1 0.2
F -1.9264 -6.2640 -0.5396 0.0 0.2 0.0
H 1.8415 -0.5383 0.1380 0.0 0.1 0.2
C -1.3745 -1.4348 0.0111 -0.3 0.3 -0.1
H 0.5511 0.1107 3.9639 -0.1 0.4 -0.3
P 0.0020 2.6868 -2.2240 1.0 -0.1 -0.3
H -0.6165 -2.5759 -1.7148 0.4 -0.1 0.2
H 2.6257 -1.4852 2.9391 0.3 -0.2 -0.1
H 1.2790 4.4454 -0.7570 -0.5 -0.5 -0.3
H -2.4677 2.5555 -1.1380 -0.3 -0.2 -0.1
Cl -2.2524 -2.5287 -3.8654 -0.1 0.1 0.0
H 0.1007 5.0191 -2.6222 0.2 0.3 -0.2
F -1.6934 -4.2457 1.3366 0.0 0.0 0.0
H 3.1926 0.2731 -1.2453 0.2 0.0 0.2
C 2.5531 0.2948 -2.1188 -0.5 -0.5 -0.4
H -1.1664 -2.1819 0.7636 0.2 -0.2 0.2
```
Positions in Å, forces in eV/Å.

## Properties
Max |F| (eV Å⁻¹): 2.72
DFT total energy (eV): -169845.82435
LUMO energy (eV): -2.243

Mulliken atomic charge list, values in e, 8 entries: -0.472 -0.401 2.016 0.437 0.303 0.302 -0.187 0.308


Among the records above, which one has the lowest max |F|? C19H31N5O3


Which formula does entry 3 have? C19H31N5O3


The lowest DFT total energy belongs to which entry? C19H32AlBrClF10N3O5P2